The following is a quantum chemistry calculation of a molecular structure, C48H114N7O18Ti, from the OMol25 dataset.

XYZ file:
```
188
Properties=species:S:1:pos:R:3:forces:R:3
Ti 2.262 -4.400 -5.754 -0.489 0.513 0.618
C -1.822 -0.830 -2.866 3.535 -5.699 -5.702
C -0.748 -1.785 -3.184 -1.240 0.759 1.101
C 0.410 -1.950 -2.071 0.212 1.630 0.976
O 1.476 -2.537 -2.380 -0.570 -0.517 -0.144
C 0.239 -1.228 -0.777 0.502 -2.554 -4.310
C -0.740 -0.263 -0.685 0.180 1.222 5.087
C -1.806 -0.108 -1.795 -2.141 4.736 4.417
O -2.758 0.731 -1.688 0.923 0.084 1.252
O -0.741 0.373 0.488 -1.056 -0.745 -3.696
O -0.738 -2.478 -4.222 0.708 -0.095 0.022
H -2.478 -0.625 -3.698 -0.354 0.018 0.192
H 1.016 -1.436 -0.056 -0.114 0.396 0.271
C 1.618 -2.460 6.509 -0.061 -0.624 -0.455
O 0.372 -2.111 5.901 -2.126 -0.985 0.571
C -0.761 -3.016 6.163 -0.364 1.369 -1.016
C -1.972 -2.657 5.194 0.617 0.848 1.718
N -2.306 -1.139 5.311 -0.594 -0.368 0.847
H -1.549 -0.486 5.169 1.183 -0.095 0.160
H -2.849 -0.933 4.485 -0.982 0.183 -0.034
C -2.957 -0.620 6.692 0.667 0.630 -1.416
C -3.062 0.945 6.589 1.246 -1.200 0.118
O -1.811 1.541 6.254 0.442 0.456 -0.707
C -0.666 1.407 7.133 -1.692 -2.106 0.866
H 1.633 -3.414 7.036 -0.446 -0.268 -0.196
H 1.955 -1.758 7.272 -0.097 0.482 -0.409
H 2.260 -2.555 5.633 0.666 0.222 0.493
H -1.172 -2.883 7.164 0.385 0.062 0.283
H -0.505 -4.070 6.056 0.147 0.050 -0.217
H -2.906 -3.075 5.570 0.266 -0.485 0.182
H -1.899 -2.983 4.157 0.464 0.590 -0.017
H -2.245 -0.954 7.447 -0.272 0.006 -0.045
H -3.956 -1.025 6.859 0.228 -0.341 -0.268
H -3.481 1.350 7.509 -0.023 -0.116 0.153
H -3.746 1.148 5.765 0.101 0.338 0.013
H 0.301 1.597 6.668 -0.578 0.746 -0.166
H -0.634 0.352 7.404 0.464 -0.482 -0.161
H -0.864 1.800 8.131 0.297 1.092 -0.288
C 7.972 -0.810 12.474 -0.244 0.208 1.346
O 8.185 -0.742 11.065 -0.345 0.712 0.357
C 8.918 -1.831 10.661 1.493 -1.183 0.632
C 9.565 -1.593 9.356 0.028 -0.930 -2.417
N 8.469 -1.252 8.339 0.876 1.363 -0.014
H 7.826 -2.022 8.223 -0.322 -0.245 0.332
H 8.001 -0.509 8.838 -0.860 0.623 -0.230
C 8.951 -0.873 6.954 0.015 -0.184 0.554
C 7.956 -0.082 6.095 -0.601 0.686 -0.004
O 6.603 -0.429 6.322 -0.056 -1.209 0.143
C 5.618 0.348 5.630 0.725 -0.102 0.217
H 8.773 -0.458 13.124 0.879 0.098 -0.722
H 7.832 -1.843 12.791 -0.529 -0.031 -0.135
H 7.171 -0.155 12.819 -0.457 -0.331 -0.711
H 8.377 -2.777 10.683 -0.590 -0.072 -0.193
H 9.764 -2.038 11.316 0.178 0.124 0.434
H 9.997 -2.469 8.870 0.242 -0.434 0.780
H 10.375 -0.864 9.336 -0.570 0.544 0.065
H 9.270 -1.835 6.554 -0.208 0.128 -0.432
H 9.856 -0.276 7.071 -0.074 0.041 0.034
H 8.264 -0.182 5.054 -0.039 -0.347 -0.219
H 8.025 0.989 6.283 0.397 0.207 0.353
H 5.861 1.393 5.822 -0.389 0.219 -0.209
H 4.626 0.084 5.997 0.263 0.054 0.385
H 5.591 0.136 4.561 0.371 0.064 -0.162
C 0.259 8.201 -0.366 0.245 -1.345 -0.196
O -0.352 7.732 0.845 -0.297 0.900 1.015
C -0.105 6.422 1.263 -0.427 -0.726 -0.499
C -0.702 6.008 2.639 0.574 1.397 -0.236
N -2.191 6.278 2.758 -1.079 -0.960 -1.810
H -2.654 5.647 3.396 0.096 -0.390 0.569
H -2.358 7.194 3.149 0.019 0.637 -0.231
C -2.987 6.033 1.414 0.226 -0.981 0.860
C -4.525 6.268 1.502 1.265 1.780 1.028
O -5.224 5.703 2.585 0.291 -0.508 -0.628
C -5.998 4.556 2.226 -0.010 -0.077 0.517
H 1.261 8.617 -0.259 -0.159 0.426 0.675
H -0.413 8.893 -0.875 0.085 -0.070 0.277
H 0.448 7.326 -0.988 -0.357 -0.085 -0.475
H 0.944 6.133 1.208 0.290 0.219 0.530
H -0.574 5.732 0.562 -0.075 -0.212 -0.379
H -0.305 6.573 3.482 0.399 -0.052 -0.156
H -0.434 4.959 2.764 -0.578 -0.037 0.053
H -2.479 6.673 0.693 -0.524 -0.005 -0.080
H -2.772 4.983 1.214 0.184 -0.011 -0.176
H -4.963 6.096 0.518 -0.017 -0.124 0.047
H -4.532 7.333 1.734 -0.623 0.360 -0.444
H -6.590 4.287 3.101 0.367 -0.133 0.119
H -5.316 3.760 1.929 -0.258 -0.293 -0.069
H -6.750 4.746 1.460 0.293 0.330 -0.348
C -11.064 -0.043 -0.716 -1.447 1.423 -0.075
O -11.024 -0.280 -2.104 2.126 -1.011 -1.648
C -10.131 0.480 -2.924 -0.349 -0.183 1.311
C -8.629 0.472 -2.500 -0.576 -0.563 -1.020
N -8.100 -1.003 -2.419 -2.024 0.443 0.254
H -7.135 -1.031 -2.122 0.845 0.136 -0.740
H -8.518 -1.429 -1.605 -0.921 -0.265 0.371
C -8.396 -1.901 -3.635 1.020 0.899 -0.646
C -7.791 -3.260 -3.501 0.145 -0.959 2.393
O -8.433 -3.954 -2.372 0.560 1.825 -0.545
C -7.880 -5.226 -2.103 -0.535 -1.090 -0.502
H -11.941 0.605 -0.700 -0.259 -0.078 1.229
H -10.274 0.564 -0.273 0.545 -0.244 -0.259
H -11.234 -0.962 -0.155 0.085 0.033 -0.226
H -10.494 1.505 -2.996 0.338 0.405 0.296
H -10.240 0.122 -3.948 0.094 -0.375 0.150
H -8.331 1.020 -1.607 -0.403 -0.544 0.333
H -8.130 1.027 -3.295 0.399 -0.520 -0.227
H -7.860 -1.306 -4.374 -0.077 -0.516 -0.626
H -9.417 -2.043 -3.990 -0.352 0.837 1.035
H -6.752 -3.128 -3.199 0.443 -0.301 -0.392
H -7.878 -3.836 -4.422 -0.020 0.086 -0.076
H -8.037 -5.616 -1.097 -0.322 0.883 0.297
H -6.805 -5.303 -2.266 0.053 0.192 -0.387
H -8.467 -5.906 -2.720 0.583 -0.478 -0.307
C 3.911 9.426 -5.469 -1.690 -0.295 -0.515
O 4.487 8.802 -4.348 1.699 -0.858 0.244
C 5.925 8.920 -4.276 -1.171 -0.266 0.112
C 6.428 7.964 -3.183 0.160 -0.085 0.687
N 5.804 6.568 -3.161 0.353 0.654 -1.452
H 6.060 6.199 -2.256 0.222 -0.732 0.042
H 4.807 6.725 -3.129 -0.833 0.006 -0.074
C 6.004 5.647 -4.368 -0.492 0.543 -0.372
C 4.993 4.525 -4.302 -0.174 0.680 1.590
O 3.737 5.127 -3.920 1.253 0.018 -0.681
C 2.805 4.111 -3.802 -1.593 -1.478 0.105
H 4.262 9.167 -6.468 1.127 -0.042 0.186
H 3.815 10.507 -5.370 0.171 -0.011 0.094
H 2.927 8.961 -5.523 -0.368 0.502 0.250
H 6.121 9.962 -4.022 0.623 -0.083 0.243
H 6.379 8.712 -5.244 0.036 -0.122 -0.079
H 6.178 8.292 -2.174 -0.258 0.553 -0.150
H 7.508 7.827 -3.124 0.035 0.135 -0.613
H 7.020 5.257 -4.431 -0.028 0.335 0.109
H 5.735 6.245 -5.239 0.450 0.315 0.101
H 5.345 3.900 -3.481 -0.318 -0.582 0.175
H 4.922 3.900 -5.192 0.047 0.359 -0.228
H 3.197 3.307 -3.178 -0.042 -0.139 0.174
H 2.501 3.667 -4.750 0.500 -0.014 -0.457
H 1.830 4.396 -3.406 0.386 0.745 0.408
C 0.286 -6.896 -0.875 0.222 0.678 0.880
O 1.149 -6.154 0.070 -1.056 -0.774 -1.348
C 2.118 -6.962 0.664 0.217 1.558 1.104
C 3.173 -5.975 1.263 0.931 -0.144 -1.409
N 4.033 -5.224 0.186 0.454 -0.140 0.937
H 4.399 -5.953 -0.410 0.245 -0.120 -0.480
H 3.516 -4.600 -0.417 -0.699 0.294 -0.163
C 5.238 -4.476 0.798 -1.047 -1.054 0.893
C 6.114 -3.689 -0.177 1.088 0.641 0.086
O 5.930 -4.108 -1.484 -1.044 0.071 -1.446
C 5.675 -3.058 -2.463 0.817 -0.037 0.821
H 0.866 -7.630 -1.434 0.209 0.309 -0.311
H -0.210 -6.139 -1.483 0.360 -0.109 -0.146
H -0.505 -7.472 -0.395 0.097 0.115 0.547
H 2.428 -7.747 -0.026 0.739 0.058 0.081
H 1.750 -7.426 1.579 -0.257 -0.489 0.045
H 3.946 -6.500 1.823 -0.232 -0.165 0.150
H 2.726 -5.207 1.894 -0.219 -0.161 -0.223
H 5.762 -5.276 1.320 0.402 -0.006 -0.349
H 4.804 -3.919 1.629 0.062 0.546 -0.306
H 7.172 -3.817 0.053 0.111 -0.708 0.469
H 6.090 -2.604 -0.072 -1.075 0.189 0.034
H 4.946 -2.334 -2.099 -0.558 -0.376 -0.120
H 5.428 -3.535 -3.411 -0.200 0.042 0.304
H 6.577 -2.463 -2.608 0.304 -0.199 -0.112
C -5.511 -7.420 -7.401 -0.609 0.093 -1.389
O -5.032 -6.197 -8.033 1.014 -0.025 0.892
C -3.617 -6.275 -8.256 -0.823 -0.241 -1.371
C -3.082 -5.047 -9.080 -1.104 -0.970 0.887
N -3.471 -3.679 -8.493 2.370 -0.832 -1.276
H -4.441 -3.657 -8.211 -0.793 0.304 -0.648
H -2.975 -3.618 -7.615 0.338 0.236 0.492
C -2.936 -2.565 -9.425 -1.174 0.741 -0.029
C -3.089 -1.208 -8.753 -1.637 0.611 0.056
O -4.466 -0.881 -8.656 -1.846 -0.744 0.631
C -4.851 0.403 -8.089 1.814 0.276 -0.739
H -4.996 -7.721 -6.489 -0.024 0.505 0.139
H -5.450 -8.248 -8.107 0.510 -0.084 -0.183
H -6.593 -7.317 -7.313 0.193 0.362 0.604
H -3.478 -7.098 -8.957 0.305 -0.217 -0.247
H -3.082 -6.626 -7.373 0.214 0.820 0.404
H -3.479 -5.143 -10.090 -0.360 0.400 0.171
H -2.001 -5.106 -9.206 -0.011 0.246 0.412
H -3.477 -2.617 -10.370 -0.316 -0.088 0.217
H -1.889 -2.698 -9.696 0.029 -0.596 0.579
H -2.726 -0.378 -9.359 1.306 -0.341 0.125
H -2.688 -1.332 -7.747 0.627 0.674 0.158
H -5.914 0.642 -8.078 -0.033 -1.051 -0.095
H -4.417 1.167 -8.734 0.094 0.226 -0.105
H -4.400 0.568 -7.110 -0.153 -0.294 0.246
```
Forces are in eV/Å.

HOMO energy (alpha / beta), eV: -13.96 / -13.96
Kohn-Sham gap (alpha / beta), eV: 3.447 / 3.616
Net charge: +6
Multiplicity: 4
<S²>: 3.75